ORCA calculation (wB97M-V/def2-TZVPD) on 15 unconnected molecules or ions with the total composition C34H105N19O15 at a distorted geometry.

The net charge is 0. As for the gap between HOMO and LUMO: 7.666 eV. The calculation puts the HOMO energy at -8.15 eV.

Each line ends with the Löwdin charge.
Geometry (Å):
C  7.629  -0.713  1.726  -0.88
O  7.462  -0.228  2.792  0.08
N  6.674  -1.219  0.998  0.17
N  8.628  -0.545  1.003  0.18
H  6.850  -1.514  0.048  0.10
H  5.751  -1.186  1.407  0.10
H  8.676  -0.983  0.095  0.12
H  9.400  -0.255  1.586  0.14
C  -4.479  -3.268  -2.486  -0.88
O  -4.471  -2.954  -3.625  0.06
N  -5.441  -3.928  -1.971  0.18
N  -3.585  -2.974  -1.641  0.20
H  -6.123  -4.277  -2.629  0.12
H  -5.496  -4.105  -0.979  0.11
H  -3.796  -3.239  -0.689  0.10
H  -2.674  -2.576  -1.818  0.07
C  -3.034  -5.161  0.766  -0.83
O  -4.162  -5.287  1.142  0.04
N  -2.121  -4.631  1.516  0.19
N  -2.530  -5.791  -0.262  0.17
H  -2.358  -4.134  2.363  0.05
H  -1.191  -4.495  1.145  0.09
H  -3.032  -6.527  -0.739  0.11
H  -1.699  -5.601  -0.803  0.07
C  2.970  -4.426  2.130  -0.79
O  1.853  -4.835  1.885  0.04
N  3.325  -4.050  3.306  0.17
N  3.989  -4.404  1.294  0.19
H  4.289  -3.828  3.512  0.12
H  2.589  -4.392  3.907  0.13
H  3.788  -4.829  0.400  0.09
H  4.843  -4.261  1.815  0.11
C  -1.470  -2.330  4.024  -0.68
O  -2.526  -2.819  3.600  0.02
N  -1.455  -1.206  4.723  0.16
N  -0.220  -2.768  3.869  0.19
H  -0.729  -1.045  5.407  0.05
H  -2.340  -0.822  5.024  0.11
H  -0.020  -3.606  3.341  0.09
H  0.490  -2.267  4.384  0.07
C  4.265  -4.119  -2.185  -0.71
O  3.741  -5.068  -1.636  0.01
N  3.762  -2.935  -2.461  0.20
N  5.609  -4.122  -2.377  0.15
H  2.799  -2.836  -2.175  0.10
H  4.344  -2.274  -2.955  0.09
H  6.066  -5.018  -2.284  0.11
H  5.952  -3.324  -2.893  0.10
C  2.874  -0.513  4.869  -0.04
C  2.394  0.347  6.109  -0.36
C  1.543  -0.217  7.329  -0.24
O  0.322  -0.543  6.864  -0.24
C  -0.619  -1.090  7.820  -0.05
N  3.637  0.932  6.679  0.02
H  3.313  0.208  4.179  0.08
H  1.938  -0.990  4.580  0.04
H  3.577  -1.288  5.176  0.07
H  1.738  1.100  5.673  0.13
H  1.400  0.472  8.162  0.12
H  2.041  -1.093  7.747  0.13
H  -0.739  -0.351  8.613  0.09
H  -0.392  -2.068  8.245  0.10
H  -1.606  -1.225  7.376  0.08
H  3.942  0.162  7.258  0.06
H  3.464  1.587  7.428  0.06
C  -1.569  0.172  0.364  -0.03
C  -0.096  -0.012  0.126  -0.43
C  0.338  -1.523  0.215  -0.16
O  1.683  -1.829  -0.162  -0.21
C  2.651  -1.145  0.600  -0.11
N  0.240  0.517  -1.194  0.07
H  -1.649  0.371  1.432  0.08
H  -2.037  -0.755  0.033  0.07
H  -1.998  0.991  -0.214  0.07
H  0.539  0.454  0.880  0.11
H  -0.311  -2.051  -0.483  0.11
H  0.172  -1.925  1.215  0.12
H  3.614  -1.653  0.658  0.06
H  2.374  -0.907  1.627  0.08
H  2.835  -0.157  0.177  0.07
H  1.035  -0.035  -1.482  0.06
H  0.506  1.447  -0.901  0.03
C  -3.940  3.588  -1.466  -0.06
C  -4.446  4.792  -0.662  -0.41
C  -4.261  6.265  -1.326  -0.13
O  -4.299  7.347  -0.356  -0.23
C  -4.267  8.673  -0.847  -0.11
N  -5.807  4.633  -0.324  0.03
H  -2.878  3.755  -1.648  0.03
H  -4.370  3.437  -2.456  0.08
H  -3.922  2.577  -1.058  0.07
H  -3.810  4.776  0.223  0.12
H  -4.955  6.528  -2.125  0.12
H  -3.235  6.322  -1.687  0.09
H  -5.116  8.899  -1.492  0.08
H  -3.335  8.875  -1.376  0.08
H  -4.327  9.232  0.086  0.09
H  -6.379  4.692  -1.154  0.08
H  -6.101  5.429  0.224  0.07
C  -4.400  1.800  3.897  -0.05
C  -4.673  3.270  3.662  -0.50
C  -5.305  4.027  4.847  -0.18
O  -6.641  3.631  5.155  -0.16
C  -6.873  3.231  6.487  -0.12
N  -3.459  3.852  3.260  0.03
H  -3.819  1.622  4.802  0.07
H  -3.766  1.446  3.084  0.06
H  -5.342  1.253  3.890  0.09
H  -5.316  3.341  2.785  0.13
H  -5.125  5.094  4.719  0.12
H  -4.637  3.818  5.683  0.12
H  -6.349  2.373  6.908  0.08
H  -7.913  2.903  6.503  0.09
H  -6.731  4.060  7.181  0.08
H  -3.236  3.384  2.393  0.06
H  -3.867  4.750  3.039  0.07
C  -0.867  5.380  -3.297  -0.04
C  0.111  4.272  -2.817  -0.45
C  0.204  4.309  -1.308  -0.14
O  1.090  3.229  -0.745  -0.25
C  1.378  3.373  0.682  -0.07
N  -0.241  2.980  -3.398  0.06
H  -1.814  5.134  -2.815  0.05
H  -0.892  5.188  -4.370  0.07
H  -0.367  6.347  -3.256  0.09
H  1.073  4.579  -3.225  0.13
H  -0.801  4.118  -0.931  0.10
H  0.387  5.321  -0.946  0.13
H  2.023  4.240  0.824  0.08
H  1.982  2.514  0.974  0.08
H  0.425  3.449  1.206  0.09
H  -1.216  2.818  -3.605  0.08
H  0.058  2.271  -2.743  0.03
C  2.808  2.884  -7.872  -0.06
C  2.086  2.494  -6.606  -0.46
C  2.932  2.178  -5.340  -0.17
O  3.568  0.905  -5.438  -0.18
C  2.886  -0.023  -4.631  -0.12
N  1.059  3.454  -6.393  0.03
H  2.255  3.692  -8.350  0.07
H  2.836  2.029  -8.547  0.08
H  3.753  3.390  -7.673  0.08
H  1.572  1.577  -6.892  0.12
H  2.314  2.256  -4.446  0.10
H  3.700  2.952  -5.333  0.12
H  2.931  0.302  -3.592  0.06
H  3.272  -1.022  -4.833  0.08
H  1.896  -0.113  -5.080  0.09
H  0.339  3.391  -7.099  0.08
H  0.640  3.297  -5.488  0.02
C  -0.675  -2.307  -3.556  -0.03
C  -0.600  -3.741  -4.213  -0.38
C  0.758  -4.082  -4.861  -0.17
O  0.890  -5.467  -5.285  -0.19
C  1.383  -6.516  -4.478  -0.11
N  -0.886  -4.610  -3.089  0.04
H  0.166  -2.123  -2.887  0.05
H  -1.629  -2.223  -3.036  0.04
H  -0.558  -1.566  -4.346  0.07
H  -1.326  -3.926  -5.005  0.14
H  1.564  -3.657  -4.264  0.10
H  0.743  -3.527  -5.799  0.12
H  0.866  -7.462  -4.639  0.09
H  1.129  -6.231  -3.457  0.06
H  2.471  -6.578  -4.465  0.08
H  -0.162  -4.506  -2.394  0.01
H  -0.872  -5.577  -3.381  0.07
O  0.845  -4.719  -0.856  -0.06
H  1.202  -3.993  -0.345  0.00
H  1.610  -5.245  -1.092  0.02
O  4.697  -0.005  -1.910  -0.05
H  4.351  0.876  -2.049  0.04
H  5.610  0.133  -1.657  0.03

ORCA calculation (wB97M-V/def2-TZVPD) on a molecular structure, C24H31LuN3P2 at a distorted geometry.

The net charge is +1. As for the gap between HOMO and LUMO: 4.502 eV. The calculation puts the HOMO energy at -8.61 eV.

Each line ends with the Löwdin charge.
Geometry (Å):
C  -0.018  -2.177  -3.956  -0.07
C  -0.215  -0.985  -3.265  -0.26
C  -1.445  -0.860  -2.501  -0.25
C  -1.911  -2.061  -1.893  -0.20
C  -1.615  -3.283  -2.507  -0.05
C  -0.749  -3.322  -3.603  -0.10
C  -2.523  -1.902  -0.545  -0.10
C  -3.383  -0.686  -0.497  -0.19
C  -2.877  0.455  -1.184  -0.24
C  -3.148  1.735  -0.568  -0.26
C  -4.317  1.867  0.180  -0.06
C  -5.012  0.726  0.602  -0.09
C  -4.498  -0.542  0.338  -0.04
H  0.746  -2.228  -4.736  0.11
H  -2.081  -4.193  -2.129  0.11
H  -0.589  -4.251  -4.149  0.10
H  -3.060  -2.795  -0.225  0.13
H  -4.653  2.859  0.483  0.11
H  -5.929  0.838  1.186  0.10
H  -4.947  -1.434  0.774  0.11
N  -2.019  0.349  -2.243  0.14
Lu  0.036  -0.651  1.134  1.17
C  0.859  0.033  -3.027  -0.26
H  0.453  1.054  -3.080  0.08
H  1.707  -0.097  -3.716  0.10
C  -2.040  2.743  -0.526  -0.26
H  -1.577  2.868  -1.515  0.08
H  -2.383  3.704  -0.112  0.10
P  1.483  -0.207  -1.243  0.78
P  -0.689  2.053  0.622  0.78
C  -1.375  2.556  2.251  -0.29
H  -0.606  2.486  3.034  0.03
H  -1.749  3.588  2.202  0.06
H  -2.191  1.878  2.525  0.04
C  0.559  3.358  0.345  -0.29
H  0.244  4.296  0.824  0.06
H  1.526  3.047  0.761  0.01
H  0.682  3.524  -0.733  0.04
C  2.558  -1.676  -1.451  -0.26
H  3.340  -1.452  -2.193  0.06
H  3.032  -1.930  -0.491  0.02
H  1.972  -2.540  -1.787  0.05
C  2.761  1.093  -1.205  -0.28
H  3.238  1.101  -0.216  0.03
H  3.517  0.880  -1.972  0.06
H  2.311  2.075  -1.389  0.03
H  -1.553  -1.701  0.318  0.01
H  -1.210  -0.682  2.464  -0.15
N  2.506  1.504  3.113  0.17
C  2.773  0.180  3.021  -0.35
C  3.963  -0.388  3.475  0.02
C  4.167  -1.753  3.278  -0.01
C  3.174  -2.517  2.656  -0.05
C  1.990  -1.917  2.253  -0.19
N  1.809  -0.558  2.395  -0.09
H  1.574  1.866  2.924  0.08
H  3.153  2.099  3.611  0.12
H  4.686  0.275  3.954  0.13
H  5.094  -2.217  3.610  0.13
H  3.323  -3.584  2.471  0.13
H  1.123  -2.499  1.852  0.10

Look up the gap between HOMO and LUMO of the second one.
4.502 eV

Look up the net charge of the second one.
+1